Entry 1:
Density functional theory data (the ωB97M-V functional and the def2-TZVPD basis) for C64H61BaN5P3 as an isolated structure in a non-equilibrium geometry.

Last column: Mulliken charge in e.
Positions of all 134 atoms, in Å:
C -3.66 1.82 -2.17  -1.69
C -3.81 2.49 1.72  -0.66
C 7.06 2.59 -2.00  -0.55
N 3.40 1.56 1.59  0.56
H -6.21 1.77 -3.03  0.46
H 5.87 -1.00 5.13  0.43
H 2.12 -0.14 -2.76  -0.57
H -4.06 -3.66 -2.47  0.72
C 2.27 4.15 0.18  -0.51
H 3.56 3.56 3.24  0.37
P 3.02 1.40 -0.13  0.28
H -1.86 5.18 1.08  0.63
C -1.77 -5.88 -0.41  -1.26
H 4.12 1.07 -2.72  0.15
C -1.12 -1.80 3.51  0.35
C -2.65 -1.29 0.10  -2.61
H 4.21 0.97 1.73  0.09
C 4.88 1.58 -2.14  -0.24
H 0.86 -4.69 -2.17  0.67
C 2.45 -4.02 2.87  -0.97
N -2.26 -0.95 1.47  2.02
H 1.10 0.30 5.15  0.31
C 2.55 3.69 3.60  -0.85
H 0.10 6.08 -1.56  0.39
C -1.24 3.13 1.12  -0.67
P -1.96 -0.73 -2.74  1.34
C -1.98 -2.55 -2.15  0.41
H -4.82 2.19 1.97  0.58
H -0.01 -4.37 -4.51  0.60
H -1.90 -2.99 1.90  -0.17
H -7.40 0.00 -4.27  0.40
H -1.06 4.11 4.92  0.49
C -2.61 -5.03 0.17  -0.89
C 0.64 5.19 -1.26  -0.84
C -3.00 -3.75 -0.50  -0.50
C -5.69 0.84 -3.28  -0.84
H 1.56 -5.60 4.03  0.48
C -2.16 4.15 1.22  -0.99
H 7.61 3.36 -0.07  0.42
H -3.93 -3.40 -0.06  0.99
H 2.07 0.98 -4.82  0.39
H 2.07 -0.80 7.12  0.43
H -0.20 3.35 0.89  0.28
C -2.06 -4.70 -2.70  -0.71
C -0.98 -3.60 -2.80  1.32
H -4.19 -0.11 1.72  0.37
H -6.20 -2.07 -4.94  0.48
C 0.44 0.94 -6.20  -0.72
C 0.46 4.00 -1.94  -0.37
C 0.26 -3.90 3.83  -0.81
N -1.55 1.83 1.29  1.78
C 2.15 0.02 5.14  -0.76
H -0.77 -6.42 -2.22  0.52
H 1.69 6.20 0.33  0.47
C 2.07 2.93 -0.48  0.30
C -4.37 -1.47 -3.98  -0.64
H -1.34 0.72 -7.42  0.46
C -0.34 -3.39 -4.15  -1.46
H -3.17 -2.28 2.87  0.44
C -2.81 1.53 1.61  0.26
C 2.93 0.29 4.02  1.18
H -3.85 -2.37 -4.30  0.62
H 3.00 4.21 0.99  0.37
C -3.70 -0.51 -3.24  0.43
H -3.05 -5.27 1.14  0.49
H -0.40 2.03 3.73  0.13
H -1.05 -2.99 -4.87  0.31
H -2.41 -5.21 -3.60  0.35
H -3.10 0.06 3.08  0.63
C 0.14 -2.62 3.29  0.24
C 1.08 -0.46 -2.75  -0.21
C 1.62 2.67 3.40  0.63
H -0.54 -4.32 4.42  0.57
H -0.21 3.95 -2.79  0.55
P 2.07 1.08 2.61  -0.29
C 0.39 -0.07 -3.97  1.16
C 6.08 1.95 -2.75  -0.65
H 1.05 -1.55 -2.59  -0.15
C -1.57 -0.11 -5.45  -1.01
C 0.32 2.83 3.88  0.25
C -3.06 -3.72 -2.05  -0.48
C 1.04 0.67 -4.99  -0.84
H -3.73 -1.40 0.00  1.31
C 1.55 5.27 -0.19  -0.73
C -3.48 3.82 1.52  -1.09
H -2.67 2.02 -2.58  0.21
H 3.39 -4.54 2.70  0.53
H 2.90 5.65 4.39  0.47
C 0.87 5.01 4.72  -0.76
Ba -0.30 -0.39 -0.18  1.40
H -4.25 2.73 -2.24  0.60
H 0.59 5.93 5.23  0.40
C 1.16 2.87 -1.54  -0.28
C 1.43 -4.61 3.61  -0.74
N -0.63 -2.76 0.03  0.73
H -1.50 -6.82 0.07  0.44
C -5.70 -1.31 -4.36  -0.94
C 4.27 -0.09 4.02  -0.62
C -0.98 -0.39 -4.21  0.21
C 0.16 -3.62 -0.49  -1.00
C -0.05 3.99 4.55  -0.63
C -0.87 0.52 -6.46  -1.08
C 5.65 2.50 -0.05  -0.45
H -2.61 -0.37 -5.63  0.46
H -3.54 1.60 -1.10  0.24
C -6.36 -0.14 -3.99  -0.88
H 1.14 -3.70 -0.01  0.30
H -2.43 -0.40 -0.52  0.04
H 6.24 1.73 -3.80  0.45
H -0.84 -0.74 3.46  -1.00
C 2.17 4.86 4.25  -0.64
C -0.09 -4.37 -1.75  -1.06
H 5.48 2.72 1.00  0.27
H 4.47 -1.45 7.13  0.41
H 3.02 -2.26 1.79  0.32
H 0.99 1.48 -6.96  0.43
C -2.19 -2.09 2.43  -0.75
C -3.15 0.10 1.99  -2.02
C -4.36 0.69 -2.90  1.17
H 0.53 -2.73 -4.13  0.31
N 1.11 -2.06 2.55  1.08
C 4.82 -0.72 5.14  -0.89
C 2.70 -0.60 6.25  -0.72
H -1.52 -2.00 4.51  0.62
C 4.04 -0.97 6.25  -0.61
H 7.99 2.89 -2.47  0.37
C -1.96 -2.55 -0.54  0.18
H 1.05 1.93 -2.09  0.36
H 4.92 0.09 3.17  0.38
C 2.24 -2.75 2.37  -0.57
C -1.17 -5.54 -1.74  -0.03
C 6.85 2.86 -0.66  -0.70
C 4.66 1.86 -0.79  0.45
H -4.23 4.59 1.59  0.46

- Molar mass: 1130.48 g/mol
- Energy: -103362.1061 eV
- HOMO energy: -8.2 eV
- Charge: +1
- Spin multiplicity: 1
- LUMO: -1.89 eV
- Relative energy (zero: lowest compared OMol25 entry of this formula, charge and spin): 142.6 kcal per mole

=====

Entry 2:
Density functional theory data (the ωB97M-V functional and the def2-TZVPD basis) for C64H64AsCsN2O6S as an isolated structure.

Last column: Mulliken charge in e.
Positions of all 139 atoms, in Å:
H -1.20 -6.78 -0.69  0.45
As -1.68 2.42 1.16  1.09
H 3.05 0.13 3.90  0.35
C -1.67 -4.04 2.57  -0.28
H 4.23 -0.79 1.97  0.10
C -4.02 -2.63 2.21  -0.43
C 2.77 -0.76 -4.94  -0.83
C 3.79 1.05 -3.72  0.10
H -2.82 4.15 6.39  0.41
H 0.62 -1.32 5.94  0.39
C -1.22 -3.43 -6.27  -0.59
H -3.93 3.49 0.72  0.47
H 0.75 1.20 5.06  0.00
C 0.66 -2.28 2.68  -0.29
C -4.50 -1.98 -1.07  -0.89
C -1.57 4.57 -4.43  -0.76
C 1.54 1.93 5.23  -1.19
C -2.13 -2.52 -5.76  -0.84
H -1.72 0.59 -1.74  -0.01
C 3.10 1.12 3.43  0.23
C 2.35 2.16 3.98  0.38
O 4.90 3.06 -2.55  -0.83
C 0.22 -1.73 3.89  -0.36
C -3.86 2.29 6.12  -0.60
C 4.85 0.19 -5.70  -0.58
H 1.08 2.86 5.57  0.31
H -1.24 3.75 4.55  0.32
H -0.77 -1.29 3.92  0.08
C -1.14 1.59 2.87  1.05
H 5.66 0.22 -6.42  0.34
H -3.09 -0.02 3.76  0.24
H -2.17 2.99 -1.52  0.40
H 0.69 -3.85 -3.51  0.38
H 1.96 -1.46 -5.04  0.44
H 4.45 2.69 0.77  0.32
H 2.21 5.51 1.75  0.33
Cs 1.14 0.60 -0.38  1.26
O -0.49 -0.80 1.26  -0.71
C 0.43 3.74 -3.34  0.19
H -0.14 1.98 3.05  -1.26
C -0.16 4.42 -4.43  1.46
C -4.78 -0.63 -0.90  -0.73
H -5.27 -2.73 -0.89  0.34
C 3.88 2.55 1.68  -0.10
H -5.77 -0.30 -0.60  0.34
C 1.87 3.52 -3.32  -0.45
C -0.31 -2.12 1.46  1.82
H 3.73 -3.28 3.75  0.34
C 1.00 -1.75 5.02  -0.48
H -3.64 3.45 2.48  0.49
C -0.21 -3.90 -5.44  -0.85
H -2.77 -1.16 1.23  0.03
H 3.67 3.92 -4.39  0.51
N -0.31 3.26 -2.31  0.25
H 2.90 -2.31 5.88  0.30
H -2.76 -1.38 -4.07  0.37
C -1.63 -2.82 1.89  0.67
H -4.56 2.47 6.93  0.37
C 2.60 4.04 -4.38  -0.68
C -2.00 3.01 4.78  0.22
C -2.87 -4.56 3.05  -0.80
H 5.70 0.16 2.21  0.38
H -1.16 4.84 0.61  0.53
C 2.36 3.39 3.33  0.00
C -2.50 -0.12 -1.51  0.55
H -0.31 -6.69 0.84  0.33
C -0.93 4.21 1.47  -0.94
C -1.03 -2.56 -3.59  -0.34
H -4.93 -2.07 2.06  0.55
N 2.36 2.81 -2.26  0.61
C -3.76 0.30 -1.12  0.04
C -0.87 -6.11 0.10  -1.95
C 0.37 -2.81 0.22  -0.83
C 3.88 1.30 2.30  0.37
H -2.04 5.08 -5.27  0.37
C -3.23 -2.40 -1.44  0.04
H -4.99 -4.24 3.25  0.41
H -1.03 0.53 2.61  -0.67
H 0.16 5.43 -6.32  0.33
C 3.11 3.60 2.17  0.22
H -2.87 -5.50 3.58  0.39
C 0.02 -5.03 -0.49  1.77
H 2.62 5.09 -6.25  0.38
C 0.64 4.92 -5.49  -1.13
C 1.98 4.72 -5.45  -0.75
S 3.78 2.16 -2.32  0.64
C 2.28 -2.31 4.99  -0.82
H 5.62 1.82 -4.50  0.48
H -4.68 0.37 5.60  0.46
C 3.82 -0.73 -5.85  -0.48
C -3.04 0.90 4.34  0.25
C -2.82 -2.12 1.73  -0.70
H 0.52 -4.61 -5.81  0.39
O 3.90 1.32 -1.14  -0.48
C 4.83 1.09 -4.64  -0.56
H 1.82 -4.89 -1.70  0.32
O -0.78 -4.19 -1.28  -0.30
H 1.75 -6.30 -0.65  0.46
C 1.94 -2.84 2.66  -0.56
C -3.93 1.12 5.37  -0.76
H 0.76 -6.25 -2.12  0.35
C 1.16 -5.66 -1.30  -1.88
H 1.92 0.07 -3.19  0.57
H -3.96 1.36 -1.00  0.42
C -2.89 3.24 5.81  -0.86
H 3.04 4.77 0.37  0.18
H -1.28 -3.77 -7.30  0.37
C -0.82 -1.88 -2.19  2.29
H -2.92 -2.13 -6.39  0.41
H 4.82 0.26 0.67  0.16
H -0.75 -4.59 2.73  0.56
H -1.32 4.68 2.37  0.46
C 4.70 0.17 1.75  -1.17
C 2.74 -2.85 3.80  -0.76
H 1.75 4.20 3.73  0.21
C -2.04 -2.10 -4.44  -0.21
H 0.84 -3.03 -1.79  0.73
H 3.83 -1.42 -6.69  0.39
C -2.30 4.06 -3.40  -1.33
H 2.32 -3.30 1.76  0.52
H 0.16 4.12 1.54  -0.20
H -1.73 -5.65 0.58  0.41
H -4.14 1.98 1.62  0.25
O 0.01 -0.84 -2.41  -0.74
C -3.55 2.89 1.55  -1.61
H 3.97 5.51 1.67  0.43
H -3.03 -3.45 -1.57  0.44
C -0.12 -3.47 -4.12  -0.47
H 1.36 -2.34 0.17  1.41
H -3.38 4.13 -3.38  0.45
C 2.76 0.13 -3.87  -0.22
C -0.11 -2.92 -1.26  -2.03
C -1.61 3.41 -2.36  0.04
H 2.17 1.55 6.03  0.42
C -4.05 -3.85 2.87  -0.87
O 0.58 -4.21 0.52  -0.27
C -2.05 1.84 4.02  0.19
C 3.08 4.92 1.45  -1.70
C -2.21 -1.47 -1.66  -0.92

- Molar mass: 1197.12 g/mol
- Energy: -154896.7453 eV
- HOMO energy: -2.7 eV
- Charge: -2
- Spin multiplicity: 1
- LUMO: 3.55 eV
- Relative energy (zero: lowest compared OMol25 entry of this formula, charge and spin): 15.0 kcal per mole

=====

Entry 3:
Density functional theory data (the ωB97M-V functional and the def2-TZVPD basis) for C64H66Ge2N6O5ReS4 as an isolated structure in a non-equilibrium geometry.

Last column: Mulliken spin population.
Positions of all 148 atoms, in Å:
N -4.73 -3.03 -1.67  0.00
C -3.37 3.79 0.19  0.00
S 0.74 -1.33 -1.45  -0.02
H 4.97 -4.16 2.27  0.00
H 3.26 4.61 -3.07  0.00
C 4.22 2.05 -4.21  0.00
C -1.53 3.54 2.27  0.00
H 4.65 -4.16 -0.80  0.00
S 0.55 2.25 -0.52  0.01
C 3.61 1.27 4.16  0.00
H -4.56 2.42 1.31  0.00
S 2.60 0.26 1.21  0.01
H 1.78 2.66 6.36  0.00
C 1.44 3.48 -3.18  0.00
H 6.97 1.01 0.42  0.00
H 2.33 0.11 -5.28  0.00
S -1.07 -0.13 1.60  0.14
H -1.07 1.29 -5.12  0.00
H -1.97 5.16 -0.65  0.00
N -1.74 -2.62 -2.15  -0.01
H -2.66 -5.63 -1.48  0.00
H -3.99 2.37 3.98  0.00
C 1.27 2.12 4.35  -0.01
H -1.41 4.89 4.60  0.00
C 1.32 0.08 -4.88  0.00
H -2.33 4.60 -3.92  0.00
C -1.70 -2.96 -4.34  0.00
C 3.98 -2.49 -2.78  0.00
N -4.79 -1.72 -3.53  0.00
C -2.18 4.51 0.18  0.00
C -6.63 -3.20 -3.12  0.00
H 6.67 -3.70 2.26  0.00
C 0.45 2.41 3.27  -0.01
H -5.07 4.72 -0.70  0.00
H 3.92 -3.56 -2.90  0.00
H 0.12 4.49 6.49  0.00
C -3.11 1.97 3.49  0.01
C 2.42 4.34 -2.44  0.00
C 5.50 -2.86 0.67  0.00
C -5.38 -2.63 -2.74  0.00
N -1.78 -4.16 -3.68  0.00
C 5.88 0.89 0.44  0.00
H 0.25 -1.20 5.74  0.00
O -4.70 -4.33 0.18  0.00
H 3.81 3.35 4.65  0.00
C 5.82 -3.96 1.63  0.00
H -2.31 1.89 4.21  0.00
C -3.63 2.97 1.28  0.00
N -6.51 -4.51 -1.17  0.00
C -0.78 3.13 -4.08  0.00
H 1.94 5.24 -2.08  0.00
H 0.06 -1.32 3.99  0.00
H -2.85 2.92 -3.69  0.00
C 5.48 1.52 -4.02  0.00
H -0.88 -5.62 -1.51  0.00
Re -1.37 -1.45 -0.34  0.84
H 6.66 0.16 -2.87  0.00
H -6.25 -6.00 0.23  0.00
C -4.16 -0.90 0.31  0.00
H 5.54 1.12 1.44  0.00
H 4.57 -2.07 -3.60  0.00
H -1.60 -0.95 -3.46  0.01
H -3.86 4.16 -1.85  0.00
O -4.81 0.56 -1.46  0.01
C -4.25 -2.50 2.52  0.00
H -1.79 -5.08 -4.10  0.00
C 5.51 -0.51 0.08  0.00
H -6.05 -0.14 0.88  0.00
H 4.03 2.72 -5.03  0.00
H -1.75 -4.63 -0.35  0.00
H 5.44 1.61 -0.25  0.00
C 4.90 -0.81 -1.14  0.00
Ge 1.94 0.48 -0.96  0.02
H 5.65 -1.95 5.78  0.00
H -8.10 -4.62 -2.49  0.00
C -3.90 -0.04 -0.92  -0.01
H -1.65 -2.90 -5.41  0.00
C 4.59 -2.14 -1.46  0.00
C -7.15 -4.14 -2.29  0.00
H 0.06 5.86 2.06  0.00
C -5.30 -1.63 2.27  0.00
H 5.58 0.47 4.16  0.00
C 2.78 -1.31 4.72  0.00
H 0.04 5.83 0.29  0.00
C -0.64 4.13 4.53  0.00
C 5.15 -2.12 4.82  0.00
H 0.63 -0.24 -5.66  0.00
C -1.68 -2.01 -3.37  -0.01
H -4.23 -3.15 3.38  0.00
H 3.53 3.02 2.94  0.00
H -2.50 3.51 -5.31  0.00
H 2.45 -2.31 4.93  0.00
C -1.26 4.40 1.20  0.00
H 4.69 -3.10 4.84  0.00
C -0.37 1.90 -4.57  0.00
H -3.36 0.96 3.14  0.00
C 1.14 2.89 5.51  0.00
C -1.93 -3.39 1.79  -0.03
H 5.12 2.70 3.66  0.00
H -4.91 2.99 -1.06  0.00
C 3.40 0.83 -2.31  0.01
H -4.02 -1.20 -3.15  0.00
C 0.14 3.92 -3.41  0.00
C 5.69 0.60 -3.01  0.00
C -0.54 3.37 3.36  -0.01
C 1.81 2.22 -3.62  0.00
Ge 0.60 1.32 1.58  0.03
H 5.91 -2.11 4.05  0.00
C -4.36 3.92 -0.92  0.00
H -7.13 -2.89 -4.02  0.00
C 0.00 5.21 1.18  0.00
H -0.26 0.22 4.80  -0.01
C -7.07 -5.48 -0.26  0.00
H 6.30 1.82 -4.66  0.00
C -2.20 3.57 -4.26  0.00
C 0.21 3.90 5.59  0.00
C -5.24 -3.95 -0.83  0.00
C -1.78 -5.01 -1.37  0.00
H -7.67 -4.98 0.50  0.00
C -5.27 -0.83 1.14  0.00
C 4.13 -1.05 4.59  0.00
C 0.38 -0.66 4.80  0.01
C 4.89 -3.14 -0.55  0.00
C -3.18 -2.52 1.64  0.02
H -5.37 -1.24 -4.20  0.00
C -2.73 2.84 2.32  0.01
O -1.88 -4.26 2.63  0.01
C 0.91 1.42 -4.35  0.00
H 2.81 3.79 -1.58  0.00
O -2.68 -0.05 -1.32  0.02
N -3.16 -1.73 0.58  0.00
C 5.80 -1.54 0.96  0.00
H 6.06 -4.88 1.09  0.00
H 1.29 -0.66 -4.07  0.00
H -6.14 -1.56 2.95  0.00
O -0.99 -3.10 0.96  -0.02
C 1.83 -0.30 4.61  0.00
H -7.69 -6.19 -0.81  0.00
H -0.16 4.89 -3.04  0.00
C 4.05 2.67 3.84  0.00
C 3.17 1.70 -3.37  0.00
C 4.65 0.24 -2.15  0.00
H 0.88 4.57 1.19  0.00
C 4.53 0.25 4.29  0.00
C 2.25 1.00 4.35  0.00
C -1.79 -3.92 -2.36  0.00
H 2.97 -2.07 -2.85  0.00
H 6.28 -1.30 1.90  0.00

- Molar mass: 1458.96 g/mol
- Energy: -245131.6173 eV
- HOMO energy (alpha / beta): -7.5 / -7.5 eV
- Spin multiplicity: 2
- LUMO (alpha / beta): -1.49 / -1.03 eV